[1]
89
Properties=species:S:1:pos:R:3 method="wB97M-V/def2-TZVPD" homo_energy_ev=-7.85 e_tot_ev=-63557.111 gap_ev=8.34 spin_multiplicity=1 charge=0 e_lumo_ev=0.5 smiles="[H]/N=C/CP(CCCC#C)NCC.CCOC(=O)OC.CCOC(=O)OC.CCOC(=O)OC.CCOC(=O)OC"
H -2.2003 1.4956 0.6417
N -2.5862 1.3126 -0.2866
C -1.6906 1.6409 -1.1333
C -1.9193 1.4754 -2.6005
P -1.8163 -0.2945 -3.1977
C 0.0082 -0.5546 -3.2898
C 0.8057 -0.4046 -1.9849
C 0.4185 -1.3809 -0.8673
C 1.4687 -1.4735 0.1469
C 2.2904 -1.5726 1.0111
N -2.3702 -1.2647 -1.8721
C -3.7966 -1.6397 -2.0508
C -4.0132 -2.9342 -2.8473
H -0.7253 2.0566 -0.8323
H -2.8833 1.8794 -2.8965
H -1.1545 2.0064 -3.1689
H 0.1811 -1.5026 -3.7974
H 0.3641 0.2223 -3.9682
H 0.7370 0.6171 -1.6167
H 1.8616 -0.5768 -2.2077
H 0.2255 -2.3857 -1.2437
H -0.4824 -1.0285 -0.3646
H 2.9802 -1.7860 1.7969
H -1.8266 -2.1204 -1.9406
H -4.2101 -1.7664 -1.0526
H -4.2966 -0.7969 -2.5223
H -4.5311 -2.7489 -3.7852
H -3.0816 -3.4604 -3.0435
H -4.6531 -3.6101 -2.2809
C 0.2577 -0.6531 3.7195
C 1.4875 -0.4843 4.5821
O 1.6472 0.8744 5.0164
C 0.9161 1.2424 6.0666
O 0.1555 0.5480 6.6855
O 1.1789 2.5272 6.3166
C 0.4371 3.0779 7.4079
H 0.2751 0.0535 2.8888
H 0.2155 -1.6635 3.3147
H -0.6511 -0.4721 4.2943
H 2.3866 -0.7010 4.0079
H 1.4692 -1.1520 5.4425
H 0.5530 2.4705 8.3024
H -0.6166 3.1581 7.1458
H 0.8441 4.0689 7.5855
C -4.6800 4.3378 -0.7370
C -5.1398 3.2971 0.2605
O -5.9896 3.8802 1.2649
C -7.2576 4.0567 0.9076
O -7.7505 3.7589 -0.1491
O -7.9042 4.6115 1.9354
C -9.2834 4.8843 1.6831
H -4.2086 5.1767 -0.2228
H -3.9621 3.9002 -1.4304
H -5.5211 4.7288 -1.3095
H -4.2901 2.8882 0.7965
H -5.6488 2.4699 -0.2302
H -9.7981 3.9944 1.3280
H -9.3831 5.6873 0.9544
H -9.7117 5.1987 2.6304
C 7.9247 0.5227 1.8291
C 7.7460 0.8345 3.2995
O 6.9686 2.0237 3.4937
C 5.6485 1.8632 3.4011
O 5.0754 0.8230 3.1974
O 5.0730 3.0471 3.5889
C 3.6442 3.0221 3.4850
H 8.3421 1.3839 1.3062
H 8.5967 -0.3258 1.7010
H 6.9696 0.2800 1.3643
H 8.7081 1.0413 3.7648
H 7.2892 0.0008 3.8315
H 3.2197 2.2633 4.1331
H 3.3480 2.8421 2.4519
H 3.2862 3.9998 3.7945
C 1.7464 -7.3983 -6.4403
C 1.0735 -6.0548 -6.6197
O 1.2566 -5.2175 -5.4677
C 2.4267 -4.5852 -5.4037
O 3.3102 -4.6372 -6.2173
O 2.4457 -3.8692 -4.2777
C 3.6705 -3.1640 -4.0572
H 1.4057 -7.8746 -5.5204
H 1.5149 -8.0520 -7.2810
H 2.8283 -7.2865 -6.3782
H -0.0037 -6.1774 -6.7163
H 1.4336 -5.5432 -7.5112
H 3.9354 -2.5566 -4.9198
H 4.4736 -3.8634 -3.8320
H 3.5122 -2.5111 -3.2029

[2]
58
Properties=species:S:1:pos:R:3 method="wB97M-V/def2-TZVPD" homo_energy_ev="-2.30 / -4.40" e_tot_ev=-202985.758 gap_ev="4.74 / 6.84" spin_multiplicity=3 de_lowest_kj_mol=49.57 charge=-1 e_lumo_ev="2.4 / 2.4" s_squared=2.024
Ti 0.4738 1.1490 -0.2097
Br -1.1297 3.7077 3.7261
C 0.3731 4.0517 2.5967
C 1.1104 5.2072 2.7593
C 2.2126 5.4170 1.9470
Br 3.2680 6.9879 2.2450
C 2.5682 4.5416 0.9043
C 3.6551 4.6859 0.0271
C 3.8352 3.7263 -0.9758
C 2.9513 2.6863 -1.1140
N 1.9128 2.4977 -0.2695
C 1.7404 3.4029 0.7348
C 0.6776 3.1010 1.6141
O 0.0397 1.9620 1.4590
H 0.8372 5.9325 3.5118
H 4.3286 5.5247 0.1156
H 4.6681 3.8105 -1.6569
H 3.0482 1.9495 -1.9061
F -0.2238 1.7574 -1.7554
C -4.0365 -0.7664 0.1386
C -3.3074 0.5085 0.5759
C -3.8835 1.7399 -0.1293
C -3.4267 0.7005 2.0967
N -1.9169 0.4482 0.1097
N -1.0061 -0.3969 0.8081
H -5.0884 -0.7045 0.4009
H -3.6142 -1.6422 0.6279
H -3.9452 -0.9019 -0.9364
H -4.9658 1.7781 -0.0500
H -3.6052 1.7260 -1.1808
H -3.4757 2.6480 0.3158
H -4.4440 0.9990 2.3440
H -2.7505 1.4816 2.4449
H -3.2104 -0.2195 2.6403
H -1.5283 1.3991 0.1904
H -1.2277 -1.3761 0.6076
H -1.0430 -0.2503 1.8265
C -0.3636 -6.3122 -1.8988
C 0.3125 -5.0145 -1.5661
C -0.2307 -3.8076 -1.9699
C 0.3724 -2.5951 -1.6604
C -0.2236 -1.3509 -2.2451
C 1.5258 -2.5709 -0.8694
Te 2.4105 -0.7133 -0.2534
C 2.1145 -3.7896 -0.5174
C 3.4018 -3.8416 0.2434
C 1.5076 -4.9866 -0.8669
H -1.3758 -6.1333 -2.2502
H -0.4097 -6.9611 -1.0241
H 0.1872 -6.8411 -2.6776
H -1.1443 -3.8177 -2.5541
H -1.1918 -1.5657 -2.6978
H 0.4308 -0.9576 -3.0295
H -0.3431 -0.5577 -1.4971
H 3.2346 -3.5582 1.2832
H 4.1119 -3.1315 -0.1767
H 3.8328 -4.8402 0.2204
H 1.9686 -5.9236 -0.5769

[3]
31
Properties=species:S:1:pos:R:3 method="wB97M-V/def2-TZVPD" homo_energy_ev=-9.44 e_tot_ev=-15206.455 gap_ev=9.61 spin_multiplicity=1 de_lowest_kj_mol=0.00 charge=0 e_lumo_ev=0.2 smiles=CCCNCC.O.O.O.O
C 1.8026 1.7361 -1.2885
C 1.3732 2.2110 0.0897
C -0.0670 1.8551 0.4329
N -0.2364 0.4306 0.7085
C -1.6239 0.1045 1.0139
C -1.8400 -1.3954 1.1683
H 2.8463 1.9762 -1.4777
H 1.6834 0.6597 -1.4027
H 1.2141 2.2076 -2.0839
H 1.4695 3.2946 0.1600
H 2.0294 1.7961 0.8559
H -0.3713 2.3859 1.3393
H -0.7369 2.2092 -0.3671
H 0.0737 -0.1293 -0.0827
H -2.3213 0.4887 0.2518
H -1.8841 0.6055 1.9524
H -2.8904 -1.6115 1.3699
H -1.2477 -1.7883 1.9962
H -1.5332 -1.9375 0.2762
O -1.8799 -0.4081 -2.8704
H -1.7449 0.4205 -3.3424
H -2.4445 -0.1761 -2.1202
O 0.4380 -1.5259 -1.7120
H 1.0089 -1.9216 -2.3795
H -0.4093 -1.3174 -2.1465
O 1.2173 -1.0021 2.7739
H 0.7095 -0.4626 2.1313
H 1.9454 -0.4415 3.0548
O 1.2565 -3.1234 0.5614
H 1.2775 -2.5182 1.3150
H 0.8858 -2.6222 -0.1779